(1)
Entry from the OMol25 dataset: a gas-phase ion, C5H8NS (charge +1) in a non-equilibrium geometry (ωB97M-V/def2-TZVPD).

The geometry in XYZ format:
```
15
Properties=species:S:1:pos:R:3:forces:R:3
C 0.111100 -0.085724 1.437557 -6.30 -1.14 0.48
C 0.397025 1.468691 -0.438029 1.82 -1.74 4.54
C -1.007508 -1.357773 -0.286908 -1.20 -3.16 -0.85
C 0.324989 -0.967114 0.259647 -0.83 1.92 -0.91
C -0.674828 0.996090 0.566172 1.79 -0.97 0.16
N 1.000314 0.048026 -0.682831 2.32 -0.48 -4.28
S -1.971866 0.204388 -0.377446 0.09 -0.03 0.50
H -0.650661 -0.486406 2.269505 1.91 0.48 -2.00
H 0.882793 0.351836 1.890683 3.37 1.50 1.67
H -0.079258 1.918607 -1.197400 -1.12 0.99 -3.45
H 1.267542 2.025914 -0.123288 -0.27 0.62 0.64
H -1.052356 -1.885369 -1.312364 0.48 1.04 1.46
H -1.473076 -2.127111 0.405156 0.42 1.08 -0.62
H 0.835740 0.032685 -1.767948 0.04 -1.30 2.38
H 2.090043 -0.136737 -0.642513 -2.53 1.19 0.28
```
Positions in Å, forces in eV/Å.

frontier orbital gap (spin up / spin down) = 7.176 / 8.024 eV
ΔE to the lowest compared entry with this formula, charge and spin = 123.3 kcal/mol
net charge = +1
E_tot = -17627.5833 eV
HOMO (spin up / spin down) = -13.201 / -13.486 eV

(2)
Entry from the OMol25 dataset: 2 unconnected molecules or ions with the total composition C6H9N3O in a non-equilibrium geometry (ωB97M-V/def2-TZVPD).

The geometry in XYZ format:
```
19
Properties=species:S:1:pos:R:3:forces:R:3
O -3.216373 0.527002 0.779515 0.84 -0.68 -0.56
C -2.574973 -0.391883 0.314643 -1.24 -0.93 1.33
N -1.634064 -0.295026 -0.666796 0.79 3.67 -0.74
C -0.922291 -1.147336 -1.467903 1.42 -0.11 0.38
C -0.078601 -0.337943 -2.237617 -0.70 -1.61 -0.82
N -0.401088 1.004682 -2.016902 0.87 -0.53 0.70
C -1.226305 1.004297 -1.016040 -0.17 -1.24 -1.07
H -2.687833 -1.429925 0.658139 -0.21 -0.05 0.10
H -0.958934 -2.174969 -1.116605 0.27 -0.04 -0.93
H 0.683400 -0.704075 -3.027742 -1.55 0.92 1.58
H -1.614470 1.824210 -0.467020 -0.31 0.63 0.00
C 1.161050 1.282812 1.232891 -2.61 4.29 -0.19
N 1.082354 0.073748 1.275513 1.06 -3.77 0.46
C 2.383365 -0.604374 1.295510 -0.94 0.58 3.09
H 0.141688 1.731356 1.211988 0.90 0.60 -0.02
H 2.019037 1.972517 1.196159 0.14 -0.55 0.11
H 2.322175 -1.462485 2.006685 0.14 0.67 -0.36
H 2.402520 -1.030244 0.348929 1.30 -0.56 -1.91
H 3.119343 0.157636 1.696654 -0.02 -1.28 -1.14
```
Positions in Å, forces in eV/Å.

frontier orbital gap = 9.715 eV
ΔE to the lowest compared entry with this formula, charge and spin = 57.9 kcal/mol
E_tot = -12883.4318 eV
HOMO = -9.251 eV
structure (SMILES) = O=Cn1ccnc1.C=NC

(3)
Entry from the OMol25 dataset: a molecular structure, C3H6O3Sn in a non-equilibrium geometry (ωB97M-V/def2-TZVPD).

The geometry in XYZ format:
```
13
Properties=species:S:1:pos:R:3:forces:R:3
Sn -2.888623 0.606451 -2.485010 1.59 -0.34 1.47
C 1.657047 0.187145 -1.649259 0.28 -0.88 -2.03
O 1.380133 -0.087754 -0.291417 -0.88 -0.29 0.11
C 0.131034 -0.130339 0.138711 1.80 0.42 0.94
O -0.865655 0.165630 -0.529833 -2.53 0.31 -1.83
O 0.122446 -0.415566 1.399341 0.67 -0.42 -0.65
C -1.029337 -0.317568 2.236508 0.07 1.79 0.50
H 2.027862 -0.676898 -2.211297 0.26 -0.53 0.91
H 2.462781 0.904672 -1.778487 -0.45 0.49 0.49
H 0.768729 0.359295 -2.260524 -0.11 0.92 0.49
H -1.061623 0.721475 2.582251 -0.22 0.15 -0.40
H -0.770119 -0.796998 3.176549 -0.46 -1.00 -0.48
H -1.934676 -0.519543 1.672468 -0.03 -0.66 0.49
```
Positions in Å, forces in eV/Å.

frontier orbital gap = 4.941 eV
ΔE to the lowest compared entry with this formula, charge and spin = 34.2 kcal/mol
net charge = +2
E_tot = -15160.3477 eV
HOMO = -17.869 eV

(4)
Entry from the OMol25 dataset: 30 unconnected molecules or ions with the total composition C7H77NO31P2S in a non-equilibrium geometry (ωB97M-V/def2-TZVPD).

The geometry in XYZ format:
```
119
Properties=species:S:1:pos:R:3:forces:R:3
C 3.131867 1.119585 2.110339 0.11 -0.70 1.21
C 1.969050 -0.004597 2.410151 -1.05 0.69 -0.02
C 0.665269 0.106603 1.368411 1.66 1.42 0.77
C -0.104540 1.499447 1.761274 -1.05 0.51 -0.38
P -0.352365 -1.487503 1.629741 1.87 4.42 -1.36
C -1.964224 -0.741425 0.922868 -2.17 -0.57 -0.56
C -3.028200 -0.206513 2.075415 -3.55 1.57 -1.35
C -2.798149 -0.286220 3.696363 -0.18 0.03 0.38
N -4.243509 0.339380 1.645079 5.06 -2.43 0.84
P -1.346026 -3.420975 1.870183 -1.72 -4.21 2.12
O -2.837827 -3.368390 2.767359 1.71 -0.88 -1.41
O -0.248720 -4.446920 2.818520 -0.28 2.15 -2.25
S -1.644150 -4.388469 0.195535 -0.14 0.07 -0.13
H 3.409524 1.228554 0.974226 -0.56 -0.28 2.27
H 4.076617 0.795733 2.763912 -2.08 0.85 -1.74
H 2.794139 2.165285 2.545705 0.64 -2.20 -1.12
H 2.370491 -1.104363 2.497867 -0.54 2.37 -0.58
H 1.519239 0.257355 3.484476 0.98 -0.66 -2.14
H 1.046599 0.094336 0.240370 -0.93 0.29 2.52
H -0.809563 1.854954 0.866690 1.58 -0.93 2.05
H 0.606063 2.411036 1.983674 -1.37 -2.29 -0.47
H -0.824422 1.413520 2.698677 1.59 -0.20 -1.64
H 0.547743 -2.142940 0.673589 -0.87 -0.26 0.81
H 0.021597 -1.506577 3.020760 -0.32 -0.28 -0.29
H -2.529708 -1.638086 0.373514 1.02 1.81 1.18
H -1.788774 0.066093 0.061286 -0.10 -1.63 2.28
H -3.624511 -0.963827 4.228001 1.67 1.55 -1.52
H -2.863202 0.801188 4.170214 0.08 -2.30 -1.24
H -1.764698 -0.725344 4.032801 -1.96 0.94 -1.00
H -4.272981 0.313400 0.583328 0.48 -0.10 1.48
H -3.476368 -4.062008 2.426986 1.26 0.93 0.52
H 0.587626 -4.449815 2.235991 -1.65 -0.18 1.28
O 0.535852 3.322128 -0.125074 0.05 0.76 -0.61
H 0.723196 3.484374 -1.061800 -0.09 -0.08 -0.02
H -0.277989 3.821300 0.040690 0.27 -0.17 -0.07
O 5.897262 2.098716 2.635103 0.35 0.13 0.34
H 6.154799 3.032463 2.660977 -0.04 -0.44 -0.29
H 6.028997 1.845196 1.709165 -0.04 0.40 0.26
O 0.431155 4.381990 3.276019 0.37 0.42 0.14
H 0.590985 4.774361 4.147442 -0.08 -0.13 -0.25
H 0.858918 4.996339 2.660730 -0.26 -0.11 0.09
O -6.510143 -0.793364 -0.520999 -0.07 0.00 0.15
H -6.282829 -0.477629 0.366423 -0.15 -0.09 -0.03
H -6.925970 -1.654365 -0.363671 0.28 0.15 -0.05
O 6.590349 3.145119 0.217609 0.01 0.44 -0.52
H 7.405941 3.111440 -0.304456 0.20 -0.15 -0.01
H 6.025799 3.763658 -0.269915 0.03 -0.21 0.28
O -2.143309 -3.278387 -3.061301 -0.04 0.19 0.09
H -1.775979 -3.651921 -2.246181 -0.09 0.10 -0.13
H -3.058623 -3.596283 -3.072684 0.03 -0.41 0.14
O -2.381018 -7.948746 1.379292 0.17 0.08 -0.25
H -1.574670 -8.431035 1.142486 -0.12 0.11 0.15
H -2.122223 -7.016811 1.320055 0.01 -0.12 0.16
O 3.856691 4.691991 2.614586 -0.22 0.04 0.34
H 4.224021 4.318456 3.429705 -0.14 0.02 -0.32
H 2.941377 4.374094 2.603203 0.35 -0.09 -0.04
O -8.176638 0.710103 -3.000878 -0.25 -0.17 0.34
H -7.703631 0.355891 -2.232974 -0.07 0.10 -0.12
H -9.097643 0.763190 -2.704368 0.34 0.01 -0.14
O 0.344742 -1.008583 -1.520389 -0.53 -0.23 -0.39
H 1.007070 -0.954337 -2.225553 0.17 -0.03 0.06
H -0.444740 -1.350032 -1.966617 0.17 0.02 0.09
O -4.822645 -4.804258 -2.706278 -0.50 0.16 0.01
H -5.527751 -4.985443 -3.345712 0.11 0.22 0.17
H -4.942533 -5.484542 -2.026699 0.56 -0.30 -0.21
O -6.952691 1.344858 3.147323 0.20 0.22 -0.05
H -6.146342 0.862569 2.910517 0.06 0.13 -0.07
H -6.693895 2.276793 3.088086 -0.10 -0.37 0.01
O -5.034805 1.720613 -1.442255 0.19 -0.31 0.39
H -4.807491 2.036348 -0.554833 -0.08 0.10 -0.32
H -5.450632 0.859612 -1.284926 -0.10 0.15 -0.15
O 2.644321 -1.112642 -3.260184 0.56 -0.11 -0.29
H 3.509917 -0.782309 -2.976457 -0.36 -0.04 0.03
H 2.852833 -1.727914 -3.979176 -0.21 0.17 0.24
O 0.344742 3.181356 -3.362016 0.14 -0.01 -0.35
H 1.007070 3.235602 -4.067180 -0.26 -0.03 0.29
H -0.444740 2.839907 -3.808243 0.04 0.04 0.12
O -5.453441 -4.054270 0.108739 0.11 0.17 0.12
H -5.258354 -4.038412 -0.840244 0.07 0.05 0.00
H -4.581133 -4.004998 0.527832 -0.20 0.00 -0.33
O 9.247309 3.328808 -1.034210 0.30 -0.21 -0.07
H 10.053658 2.846519 -1.271016 -0.42 0.07 0.15
H 9.506105 4.260743 -1.093447 0.02 0.06 -0.22
O -3.436225 -6.818518 -1.317902 -0.11 -0.23 0.19
H -3.747825 -7.604959 -0.845362 0.22 0.22 0.00
H -2.708878 -6.488646 -0.769143 -0.27 -0.10 -0.15
O 10.081619 6.017335 -1.434945 0.48 0.39 0.31
H 10.985661 6.320980 -1.606366 -0.30 -0.22 0.10
H 9.539791 6.810027 -1.565515 -0.05 -0.25 -0.41
O 0.065195 -0.477037 5.781310 -0.05 -0.37 0.31
H 0.292509 -0.161302 6.668732 -0.03 -0.03 -0.31
H -0.350632 -1.338038 5.938638 0.06 0.26 0.01
O 8.256171 5.951902 0.751465 0.03 -0.35 -0.12
H 9.015440 5.833331 0.161271 -0.07 0.12 0.32
H 7.935460 5.050346 0.904205 -0.06 0.21 0.04
O 2.851690 -2.182502 4.176105 -0.01 -0.53 0.71
H 3.324697 -2.536714 4.944009 -0.09 0.08 -0.27
H 1.930685 -2.129415 4.472615 0.24 0.16 -0.07
O -3.622645 2.648157 -4.145737 -0.37 -0.09 -0.01
H -4.327751 2.466972 -4.785171 0.24 0.10 0.30
H -3.742533 1.967873 -3.466158 -0.12 0.31 -0.07
O 9.044742 7.143863 -3.775291 -0.04 0.27 -0.25
H 9.707070 7.198110 -4.480455 -0.34 -0.11 0.22
H 8.255260 6.802415 -4.221518 0.37 0.04 0.00
O -7.993507 -4.148021 -3.142543 0.33 0.28 0.08
H -7.833677 -3.755650 -2.271120 -0.07 -0.18 -0.29
H -7.565744 -3.533672 -3.757832 -0.19 -0.08 0.15
O -1.822645 0.784054 -5.344378 0.07 -0.58 -0.11
H -2.527751 0.602869 -5.983812 0.22 0.13 0.29
H -1.942533 0.103771 -4.664799 0.00 0.24 -0.25
O 8.342600 5.349410 -5.894481 -0.39 -0.34 -0.22
H 8.080314 4.531537 -5.445964 0.17 0.24 -0.08
H 7.884157 5.306112 -6.747090 0.17 0.07 0.25
O -4.446668 -1.579275 -4.018291 0.19 0.07 0.22
H -4.580007 -1.312434 -3.096394 0.01 -0.09 -0.28
H -3.566254 -1.984065 -4.019753 -0.16 0.14 0.05
O -0.448310 -9.562814 2.849233 -0.13 -0.22 0.48
H 0.024697 -9.917026 3.617137 -0.08 0.12 -0.35
H -1.369315 -9.509726 3.145743 0.21 0.12 -0.16
```
Positions in Å, forces in eV/Å.

frontier orbital gap = 8.404 eV
E_tot = -102880.9151 eV
HOMO = -8.479 eV

(5)
Entry from the OMol25 dataset: 2 unconnected molecules or ions with the total composition C2H6N2O2 in a non-equilibrium geometry (ωB97M-V/def2-TZVPD).

The geometry in XYZ format:
```
12
Properties=species:S:1:pos:R:3:forces:R:3
C 0.308069 1.374278 0.755598 0.11 -1.25 0.13
C -0.301733 0.415652 1.444965 -0.17 1.32 -1.09
O -1.558046 -0.124612 1.042292 0.98 0.47 0.77
N -1.446039 -0.919740 -0.096377 -1.53 0.17 -0.94
O -2.470183 -0.915474 -0.696206 1.33 -0.29 0.92
H -0.024940 1.550616 -0.260860 0.17 0.79 0.23
H 1.278978 1.703048 1.176087 -0.81 0.05 -0.72
H 0.208811 0.149071 2.330692 -0.59 -1.07 1.22
N 1.118596 -0.632530 -1.193738 3.76 1.98 -4.11
H 0.762361 -1.393927 -0.762492 -1.22 -3.10 1.63
H 0.370972 -0.243025 -1.724255 -0.86 0.48 -0.20
H 1.753149 -0.963362 -2.015711 -1.16 0.45 2.16
```
Positions in Å, forces in eV/Å.

frontier orbital gap = 9.706 eV
ΔE to the lowest compared entry with this formula, charge and spin = 122.2 kcal/mol
E_tot = -9242.0180 eV
HOMO = -9.720 eV
structure (SMILES) = C=CON=O.N